C8H13GaN | wB97M-V/def2-TZVPD

Its energy above the lowest of the compared OMol25 structures with the same formula, charge and spin is 0.0 kJ/mol. Its charge is -1. The calculation puts the orbital gap at 7.3 eV. Its LUMO energy is 3.5237 eV. The calculation puts the total energy at -2292.1995 Eh.

Each line ends with the natural charge from an NBO analysis.
Element x y z (Å)
C  -2.069  2.292  1.511  -0.64
C  -1.020  1.726  0.586  0.07
C  0.113  2.469  0.242  -0.31
C  1.091  1.927  -0.587  -0.20
C  0.941  0.645  -1.095  -0.24
C  -0.194  -0.122  -0.777  0.04
C  -0.354  -1.510  -1.269  -0.87
Ga  0.532  -2.777  0.122  1.01
N  2.442  -2.526  -0.155  -1.33
C  -1.160  0.442  0.078  -0.27
H  -1.618  2.512  2.477  0.21
H  -2.506  3.199  1.103  0.20
H  -2.839  1.549  1.684  0.21
H  0.228  3.470  0.640  0.19
H  1.977  2.488  -0.846  0.19
H  1.694  0.187  -1.716  0.21
H  -1.401  -1.764  -1.400  0.20
H  0.208  -1.646  -2.191  0.20
H  0.134  -2.244  1.597  -0.36
H  0.053  -4.309  -0.077  -0.37
H  2.778  -3.076  -0.934  0.34
H  2.982  -2.769  0.664  0.34
H  -2.012  -0.165  0.343  0.19

---

C26H34N5P2PtSTe | wB97M-V/def2-TZVPD

Its charge is +3. The calculation puts the orbital gap (alpha / beta) at 8.0 / 4.4 eV. Its spin multiplicity is 5. Its LUMO energy (alpha / beta) is -7.4464 / -11.5285 eV. Its expectation value of S² is 6.029. The calculation puts the total energy at -2752.2600 Eh.

Each line ends with the Mulliken spin population.
Element x y z (Å)
Pt  -0.575  -0.537  0.010  1.21
C  -0.251  -2.479  2.735  -0.01
N  -1.434  -2.067  1.980  0.08
C  -2.441  -1.308  2.733  0.01
C  -2.284  0.170  2.548  -0.02
N  -1.521  0.733  1.638  0.13
C  -1.593  2.104  1.839  -0.01
C  -0.898  3.155  1.248  0.01
C  -1.210  4.437  1.656  0.00
C  -2.168  4.672  2.650  0.00
C  -2.820  3.635  3.290  0.00
C  -2.503  2.347  2.878  -0.01
N  -2.915  1.092  3.299  0.00
C  0.884  -1.514  2.569  0.01
N  0.945  -0.559  1.660  0.13
C  2.163  0.084  1.832  -0.06
C  2.730  1.170  1.158  0.08
C  4.008  1.550  1.533  0.02
C  4.699  0.891  2.556  0.00
C  4.135  -0.166  3.250  0.02
C  2.857  -0.552  2.869  0.01
N  2.002  -1.550  3.317  0.00
H  -0.467  -2.592  3.803  0.00
H  0.083  -3.455  2.376  0.00
H  -1.881  -2.891  1.607  0.00
H  -3.438  -1.604  2.398  0.00
H  -2.385  -1.533  3.803  0.00
H  -0.122  2.954  0.520  -0.01
H  -0.699  5.282  1.214  0.00
H  -2.389  5.689  2.941  0.00
H  -3.531  3.822  4.084  0.00
H  -3.560  0.913  4.053  0.00
H  2.163  1.730  0.424  -0.02
H  4.476  2.394  1.045  0.00
H  5.690  1.228  2.826  0.00
H  4.662  -0.662  4.054  0.00
H  2.212  -2.203  4.057  0.00
C  -2.284  2.613  -1.629  0.03
P  -1.322  1.082  -1.822  0.22
C  -0.057  1.519  -3.059  0.07
C  -2.512  0.065  -2.787  0.00
C  -1.976  -1.330  -3.065  0.00
P  -1.518  -2.185  -1.511  0.13
C  -3.072  -2.956  -0.949  0.02
C  -0.538  -3.588  -2.131  0.05
H  -2.696  2.893  -2.600  0.01
H  -1.663  3.424  -1.263  0.00
H  -3.099  2.452  -0.924  0.00
H  -0.549  1.906  -3.953  0.01
H  0.544  0.647  -3.323  -0.03
H  0.604  2.291  -2.663  0.00
H  -2.721  0.589  -3.722  0.00
H  -3.446  0.015  -2.222  0.00
H  -1.086  -1.286  -3.700  0.00
H  -2.715  -1.939  -3.589  0.00
H  -3.565  -3.423  -1.802  0.00
H  -3.739  -2.211  -0.516  0.00
H  -2.865  -3.731  -0.210  0.00
H  -1.154  -4.155  -2.831  0.01
H  -0.229  -4.248  -1.320  0.00
H  0.346  -3.225  -2.654  -0.01
Te  2.352  -1.179  -1.156  1.40
C  3.470  -0.932  -2.863  0.14
C  4.202  -1.945  -3.487  0.11
C  4.965  -1.472  -4.551  0.02
C  4.830  -0.108  -4.729  0.23
S  3.781  0.612  -3.604  -0.01
H  4.176  -2.979  -3.173  0.00
H  5.597  -2.092  -5.170  0.00
H  5.318  0.500  -5.477  0.01

---

C7H13N2O | wB97M-V/def2-TZVPD

Its energy above the lowest of the compared OMol25 structures with the same formula, charge and spin is 319.9 kJ/mol. The SMILES is CC(C)(C)[C@H]1N=COC1=[NH2+]. Its charge is +1. The calculation puts the orbital gap at 10.1 eV. Its LUMO energy is -4.7967 eV. The calculation puts the total energy at -458.9521 Eh.

Each line ends with the natural charge from an NBO analysis.
Element x y z (Å)
C  1.563  2.065  0.880  0.37
C  0.339  0.507  1.793  0.72
C  -1.032  -1.533  -0.300  -0.69
C  0.659  -0.745  -1.876  -0.62
C  -1.086  0.927  -1.014  -0.64
C  0.845  0.004  0.418  -0.20
C  -0.186  -0.315  -0.674  -0.04
N  1.685  1.132  0.081  -0.37
N  -0.442  -0.391  2.493  -0.71
O  0.723  1.775  1.862  -0.41
H  2.045  2.992  1.024  0.24
H  -1.936  -1.419  0.381  0.23
H  -1.651  -1.691  -1.167  0.26
H  -0.565  -2.476  0.044  0.23
H  1.220  0.184  -2.246  0.24
H  1.601  -1.356  -1.679  0.23
H  0.045  -1.117  -2.626  0.23
H  -0.579  1.801  -1.385  0.24
H  -1.992  0.739  -1.616  0.25
H  -1.569  1.396  -0.162  0.21
H  1.534  -0.878  0.453  0.29
H  -0.487  -1.277  1.858  0.47
H  -0.735  -0.323  3.460  0.46

---

C4H12NOP | wB97M-V/def2-TZVPD

Its energy above the lowest of the compared OMol25 structures with the same formula, charge and spin is 350.6 kJ/mol. The SMILES is CN=P(C)(C)OC. The calculation puts the orbital gap at 8.3 eV. Its LUMO energy is 0.6464 eV. The calculation puts the total energy at -630.8871 Eh.

Each line ends with the natural charge from an NBO analysis.
Element x y z (Å)
C  0.487  -1.269  2.529  -0.41
C  0.929  0.217  -2.423  -0.26
C  -0.025  1.720  0.481  -0.99
C  -1.586  -0.385  -0.581  -1.05
N  0.840  -1.222  1.159  -0.99
O  1.131  -0.158  -1.091  -0.81
P  0.098  -0.147  0.087  1.96
H  1.185  -1.901  3.036  0.20
H  -0.451  -1.731  2.688  0.16
H  0.404  -0.254  2.953  0.15
H  1.984  0.219  -2.898  0.22
H  0.436  1.288  -2.569  0.17
H  0.160  -0.513  -2.960  0.18
H  1.014  2.053  0.638  0.24
H  -0.507  2.276  -0.332  0.23
H  -0.507  1.686  1.439  0.23
H  -1.968  0.300  -1.284  0.25
H  -1.486  -1.353  -1.121  0.25
H  -2.140  -0.826  0.251  0.27

---

C5H5ClNO | wB97M-V/def2-TZVPD

Its energy above the lowest of the compared OMol25 structures with the same formula, charge and spin is 188.2 kJ/mol. Its charge is +1. The calculation puts the orbital gap (alpha / beta) at 7.0 / 6.3 eV. Its LUMO energy (alpha / beta) is -7.5547 / -7.7772 eV. The calculation puts the total energy at -783.2601 Eh.

Each line ends with the natural charge from an NBO analysis.
Element x y z (Å)
C  -0.199  1.384  -0.073  -0.04
C  0.905  0.649  -0.705  -0.29
C  -0.977  0.730  0.848  -0.24
C  0.732  -0.810  -0.684  0.17
C  -0.865  -0.645  0.991  0.13
N  -0.307  -1.372  -0.036  0.09
O  -0.809  -2.445  -0.339  -0.31
Cl  2.587  0.520  0.204  0.09
H  -0.473  2.372  -0.419  0.26
H  1.131  1.056  -1.695  0.31
H  -1.747  1.243  1.411  0.28
H  1.414  -1.441  -1.235  0.28
H  -1.392  -1.241  1.732  0.28

---

H10O5 | wB97M-V/def2-TZVPD

Its energy above the lowest of the compared OMol25 structures with the same formula, charge and spin is 112.5 kJ/mol. The SMILES is O.O.O.O.O. The calculation puts the orbital gap at 10.9 eV. Its LUMO energy is 0.1051 eV. The calculation puts the total energy at -382.1813 Eh.

Each line ends with the natural charge from an NBO analysis.
Element x y z (Å)
O  -1.379  0.692  2.015  -0.95
H  -0.645  1.184  1.687  0.46
H  -1.307  -0.133  1.503  0.48
O  3.573  -0.045  0.294  -0.93
H  3.847  0.449  -0.464  0.47
H  3.304  -0.912  -0.032  0.46
O  -1.965  -1.550  0.453  -0.97
H  -2.763  -1.022  0.401  0.50
H  -2.142  -2.458  0.636  0.50
O  -0.154  2.307  -1.443  -0.95
H  -0.089  1.377  -1.357  0.48
H  -0.108  2.543  -0.534  0.45
O  -0.081  -0.452  -1.098  -0.98
H  -0.799  -1.021  -0.810  0.50
H  0.702  -0.966  -1.246  0.47

---

Listing F_max for the structures above in their given order: 0.702, 0.962, 7.348, 5.459, 1.455, 2.032 eV/A.
Listing molecular weight for the structures above in their given order: 192.9, 833.3, 141.2, 121.1, 130.6, 90.1 g mol⁻¹.